No. 1
10
Properties=species:S:1:pos:R:3:mulliken_charge:R:1 method="wB97M-V/def2-TZVPD" smiles=CCP orbital_gap_ev=10.2 e_homo_ha=-0.3375
C -1.089 0.468 -0.058 -0.809
C -0.216 -0.763 0.239 -0.551
P 1.739 0.223 0.545 -0.006
H -1.960 0.130 -0.713 0.253
H -1.514 1.128 0.734 0.271
H -0.420 1.123 -0.646 0.220
H -0.263 -1.624 -0.554 0.270
H -0.344 -1.248 1.185 0.312
H 1.519 1.124 -0.483 0.012
H 2.548 -0.561 -0.250 0.029

No. 2
102
Properties=species:S:1:pos:R:3:mulliken_charge:R:1 method="wB97M-V/def2-TZVPD" smiles=COC[C@H](C)N.COC[C@H](C)N.COC[C@H](C)N.COC[C@H](C)N.COC[C@H](C)N.COC[C@H](C)N orbital_gap_ev=9.2 e_homo_ha=-0.3161
C -5.973 -15.519 -35.998 -0.887
O -4.979 -15.332 -35.029 0.003
C -3.939 -14.476 -35.423 -1.219
C -2.868 -14.452 -34.360 0.887
C -1.671 -13.650 -34.874 -1.544
N -2.451 -15.779 -33.915 0.333
H -5.536 -15.774 -36.975 0.354
H -6.622 -14.643 -36.097 0.263
H -6.569 -16.383 -35.700 0.224
H -3.528 -14.791 -36.401 0.402
H -4.329 -13.458 -35.602 0.408
H -3.260 -13.888 -33.508 0.051
H -1.358 -13.955 -35.875 0.428
H -0.817 -13.794 -34.212 0.398
H -1.933 -12.592 -34.865 0.446
H -3.265 -16.382 -33.818 -0.338
H -1.933 -16.212 -34.678 0.243
C 0.201 -15.070 -32.440 0.216
O 0.769 -14.598 -31.244 -0.528
C -0.207 -14.286 -30.271 0.502
C 0.511 -13.845 -28.998 0.078
C -0.446 -13.825 -27.802 -0.603
N 1.221 -12.582 -29.124 -0.700
H -0.001 -16.148 -32.394 -0.113
H 0.895 -14.876 -33.258 0.491
H -0.739 -14.549 -32.664 -0.535
H -0.815 -13.436 -30.621 0.078
H -0.832 -15.171 -30.093 -0.263
H 1.279 -14.594 -28.769 0.335
H 0.103 -13.490 -26.924 0.439
H -0.844 -14.822 -27.624 0.161
H -1.258 -13.129 -28.029 -0.204
H 0.608 -11.790 -29.265 0.201
H 1.929 -12.630 -29.841 0.304
C -6.255 -10.219 -28.531 -0.757
O -4.849 -10.241 -28.343 -0.286
C -4.140 -9.274 -29.099 -0.654
C -2.673 -9.652 -29.067 0.532
C -1.756 -8.470 -29.228 -1.600
N -2.287 -10.698 -30.032 -0.430
H -6.574 -9.371 -29.134 0.378
H -6.735 -10.133 -27.550 0.278
H -6.581 -11.171 -28.956 0.205
H -4.525 -9.270 -30.126 0.368
H -4.254 -8.266 -28.674 0.307
H -2.483 -10.102 -28.088 0.285
H -1.728 -8.128 -30.270 0.344
H -0.724 -8.722 -28.983 0.343
H -2.045 -7.615 -28.613 0.415
H -2.630 -10.464 -30.961 0.296
H -2.799 -11.543 -29.790 -0.109
C -5.100 -19.047 -33.536 -0.389
O -3.801 -18.579 -33.831 0.129
C -3.292 -19.063 -35.046 -0.991
C -2.979 -20.556 -35.081 0.840
C -1.751 -20.858 -34.237 -1.446
N -2.734 -20.948 -36.474 -0.767
H -5.805 -18.744 -34.326 0.260
H -5.405 -18.550 -32.618 -0.220
H -5.150 -20.130 -33.428 0.287
H -3.952 -18.779 -35.884 0.331
H -2.340 -18.563 -35.251 0.154
H -3.787 -21.153 -34.635 0.277
H -0.850 -20.623 -34.818 0.405
H -1.662 -21.929 -34.038 0.432
H -1.745 -20.278 -33.317 0.141
H -3.595 -20.882 -37.010 0.230
H -2.499 -21.935 -36.504 0.273
C -0.318 -18.609 -30.855 -0.368
O -0.971 -19.190 -29.733 -0.463
C -1.490 -18.206 -28.870 -0.223
C -2.387 -18.845 -27.831 0.467
C -3.423 -19.817 -28.398 -1.278
N -2.975 -17.792 -26.985 -0.704
H 0.181 -19.423 -31.372 0.434
H 0.419 -17.867 -30.524 0.320
H -1.042 -18.116 -31.512 -0.131
H -0.646 -17.738 -28.336 0.390
H -2.051 -17.422 -29.404 -0.165
H -1.772 -19.480 -27.181 0.296
H -4.286 -19.286 -28.815 0.215
H -3.800 -20.432 -27.581 0.384
H -3.004 -20.425 -29.197 0.315
H -3.988 -17.862 -27.004 0.351
H -2.807 -16.903 -27.456 0.136
C -3.939 -13.884 -28.103 -0.409
O -3.456 -14.978 -28.839 0.364
C -3.766 -14.896 -30.224 -0.927
C -5.118 -15.459 -30.565 0.487
C -5.120 -16.984 -30.360 -1.301
N -5.418 -15.067 -31.938 -0.507
H -5.026 -13.791 -28.179 0.238
H -3.453 -12.959 -28.437 -0.197
H -3.668 -13.960 -27.050 0.341
H -3.685 -13.858 -30.580 0.161
H -2.975 -15.445 -30.746 0.062
H -5.865 -15.037 -29.889 0.319
H -5.996 -17.427 -30.845 0.708
H -5.137 -17.279 -29.312 0.350
H -4.253 -17.441 -30.852 -0.011
H -6.319 -15.433 -32.223 0.329
H -4.736 -15.485 -32.562 -0.162